[1]
17
Properties=species:S:1:pos:R:3:forces:R:3:mulliken_charge:R:1 method="wB97M-V/def2-TZVPD" energy_ha=-1638.72067 de_lowest_kcal_mol=25.0 homo_ev=-18.43 total_charge=+2
C -0.573875 1.397113 -0.206603 1.6401 0.2658 -0.8487 0.040
C 0.204596 1.598097 2.184369 0.1821 0.0594 2.2804 0.247
C -0.729714 -1.044841 0.062830 0.9360 -2.3235 -0.9967 0.484
C 0.526133 -2.324862 -2.242571 1.7457 -0.9636 0.2413 -0.952
N 1.240234 0.929164 2.179700 0.7350 -0.6679 -0.0577 -0.377
N -0.415086 0.097435 -0.631507 -1.8501 0.5336 -1.1097 -0.149
N -0.367597 1.997475 0.922937 -0.1946 0.7517 -1.4290 -0.074
S -0.160171 -2.586423 -0.520971 -0.9324 1.6840 -0.4519 0.177
Cl -0.671147 2.352091 3.512982 0.5085 -0.4850 -0.8720 -0.055
Cl -1.735673 -1.046459 1.394530 0.5901 0.2382 -0.0747 0.060
H -0.579276 2.087918 -1.052241 -0.6570 -0.1608 0.1025 0.376
H 1.471899 -1.746643 -2.173486 -0.9589 0.5610 -0.0598 0.404
H -0.167272 -2.082014 -3.105273 0.5765 -0.2901 1.3977 0.409
H 1.068030 -3.316785 -2.393527 -1.3761 0.6869 -0.0252 0.376
H 1.856727 0.663026 2.997797 -1.5135 0.6821 -0.8557 0.345
H -0.606803 -0.003006 -1.692482 0.8386 0.1848 2.0775 0.343
H -0.361006 3.028714 0.763516 -0.2701 -0.7567 0.6819 0.347

***

[2]
16
Properties=species:S:1:pos:R:3:forces:R:3:mulliken_charge:R:1 method="wB97M-V/def2-TZVPD" energy_ha=-1282.09331 de_lowest_kcal_mol=90.6 homo_ev=-8.53 total_charge=0
C -0.271100 0.565101 -0.315250 -3.9182 -2.2995 0.5920 0.488
C 1.263613 2.245073 0.004240 -0.4920 0.1365 1.5425 -0.752
C -2.144318 -2.213471 0.071291 2.2299 -1.5203 1.2822 -0.585
C -2.435732 0.090173 -0.122193 4.7418 1.2572 0.8505 0.436
N 0.489850 -0.386884 -0.621976 -1.5388 0.3556 -0.3205 -0.539
O -0.108421 1.797201 0.085094 0.4106 0.4388 -0.6151 -0.212
O -2.611001 -1.115295 -0.584066 -1.3984 1.1133 -2.0982 -0.347
Cl -2.702083 0.460685 1.604397 0.0483 -0.7070 0.5312 -0.180
Cl -3.286528 1.268055 -0.951282 -0.8291 1.0135 -1.6060 -0.154
H 1.419850 2.694062 1.017236 0.3231 0.2068 -1.3436 0.246
H 1.406629 2.825308 -0.894299 -0.0627 0.7400 0.1692 0.271
H 1.891642 1.385599 -0.098725 0.6220 -0.2695 0.3008 0.342
H -1.137962 -2.590312 -0.280616 -0.9678 0.8454 0.1576 0.219
H -2.844295 -3.010890 -0.094194 -0.4560 -0.2927 0.2784 0.246
H -2.052248 -1.886303 1.105057 0.0329 -0.9427 0.3850 0.327
H 1.419883 -0.074630 -0.777979 1.2544 -0.0754 -0.1060 0.193

***

[3]
15
Properties=species:S:1:pos:R:3:forces:R:3:mulliken_charge:R:1 method="wB97M-V/def2-TZVPD" energy_ha=-1612.35263 de_lowest_kcal_mol=38.6 homo_ev=-8.99 total_charge=0
C -2.269573 1.391587 -1.456128 0.0453 0.9769 0.9312 -0.646
C -1.658807 0.385228 -0.827551 -1.0923 0.9153 -0.3497 0.544
O -0.450876 -0.014432 -1.256063 0.6119 -3.8095 2.0589 -0.367
Cl -2.438187 -0.422938 0.537939 0.7528 0.1016 -0.4105 -0.205
H -3.078579 2.029101 -0.990079 0.8885 -1.2894 -0.8840 0.240
H -1.656643 1.773274 -2.278081 -0.5686 0.1689 0.1557 0.203
H -0.236835 -0.965152 -0.827702 -0.5937 2.9492 -1.5795 0.231
C 1.916682 -2.213887 0.888768 -1.1681 -1.2732 -2.3471 -0.434
C 0.795546 -2.871608 0.637757 1.8121 0.7442 -2.4389 -0.347
Cl 0.387461 -3.305944 -1.050447 0.3068 -0.0859 0.6615 -0.196
H 2.605096 -2.104972 0.068422 0.2503 0.2912 0.0016 0.252
H 2.085920 -1.746783 1.782106 0.5741 0.7443 2.3102 0.296
H 0.002431 -3.125257 1.223582 -1.8058 -0.4076 1.8724 0.438
Cl 1.316493 3.673982 -2.485628 0.0672 0.8274 0.4348 -0.235
H 1.217120 2.574164 -3.075556 -0.0804 -0.8534 -0.4166 0.227

***

[4]
13
Properties=species:S:1:pos:R:3:forces:R:3:mulliken_charge:R:1 method="wB97M-V/def2-TZVPD" energy_ha=-671.10839 de_lowest_kcal_mol=120.8 homo_ev="-13.18 / -13.99" total_charge=+1
C -0.260754 -1.450108 -0.170421 -0.1388 2.7217 0.8411 -0.521
C -0.996206 -0.842581 -1.039922 0.0016 1.0338 -0.5579 0.069
C 0.348342 -0.552559 0.887359 -0.0023 -2.0586 -1.0270 -0.454
C -0.216940 1.682260 -0.200560 -0.8492 -0.9018 0.2464 -0.600
N 0.781360 0.713462 0.211829 1.1663 -0.7734 0.6319 -0.178
Cl -1.906421 -1.039988 -2.359022 -0.5340 -0.2251 -0.5789 -0.051
H -0.188201 -2.447093 0.031480 0.1454 -2.7977 0.0372 0.460
H -0.345235 -0.489895 1.676192 -0.9283 1.1186 1.0156 0.351
H 1.194487 -1.084315 1.313083 0.5837 0.4553 -0.1002 0.406
H -0.189618 2.011966 -1.221721 0.2060 0.0640 -0.0438 0.357
H -0.821047 2.191753 0.563651 0.4849 -0.5197 -0.3619 0.318
H 1.415877 1.062295 1.009192 -0.1797 0.1336 -2.1953 0.400
H 1.184356 0.244802 -0.701138 0.0444 1.7493 2.0928 0.442

***

[5]
14
Properties=species:S:1:pos:R:3:forces:R:3:mulliken_charge:R:1 method="wB97M-V/def2-TZVPD" energy_ha=-726.16797 de_lowest_kcal_mol=108.3 homo_ev=-7.68 total_charge=0
Cl -3.562308 -0.549970 -0.011549 0.1906 -0.2979 0.0301 -0.200
N -2.601075 0.877344 0.085222 6.6812 -0.9762 -1.0675 -0.346
C -0.966850 0.403392 -0.067033 -7.2984 0.8711 2.3356 0.263
C 0.214194 1.279656 0.061317 0.6256 -3.8444 0.2258 -0.612
C 1.431119 0.285001 -0.042386 0.5854 1.4103 -1.6851 -0.376
C 0.755642 -1.124997 0.004739 1.7647 -1.4030 2.4721 -0.516
N -0.653557 -0.867639 0.125333 -0.4314 0.3218 -2.5235 -0.156
H 0.147043 1.988506 -0.642885 0.2217 2.7174 -2.6439 0.392
H 0.307491 1.707242 0.980333 -0.4911 1.4372 2.6623 0.231
H 1.973404 0.576571 -1.021046 -1.0274 -1.3112 1.0484 0.227
H 2.238720 0.567022 0.657884 -0.7940 -0.7190 0.2911 0.337
H 1.108649 -1.750180 -0.813666 -0.6332 0.1052 -0.4219 0.229
H 0.893605 -1.820460 0.933677 0.9081 1.5543 -1.2908 0.271
H -1.286081 -1.571492 -0.249940 -0.3019 0.1344 0.5674 0.255

***

[6]
14
Properties=species:S:1:pos:R:3:forces:R:3:mulliken_charge:R:1 method="wB97M-V/def2-TZVPD" energy_ha=-726.08658 de_lowest_kcal_mol=159.4 homo_ev=-8.28 total_charge=0
C 0.802296 0.974533 -0.338630 -3.0215 0.8734 -2.8289 0.161
C 0.073587 0.757841 -1.774313 2.0218 2.2270 0.3937 -0.205
C -0.351165 2.009848 0.105568 -0.4183 -4.2743 -0.1559 -1.049
C -0.094584 -2.266141 0.730540 -1.5388 -1.2377 0.9456 -0.614
N 0.965893 -0.264496 0.233125 -2.3592 -3.5366 1.6114 -0.373
N -0.175474 -0.882093 0.393538 2.6079 2.8895 0.6486 -0.141
Cl -0.840856 -0.568722 -1.934330 -0.5738 -0.8158 -0.7825 0.033
H 1.671747 1.608018 -0.429573 0.5378 -0.5182 -0.1664 0.388
H -0.069029 2.104241 1.130971 -0.8006 0.5190 0.8788 0.378
H -1.353143 1.555701 -0.187686 1.0522 0.8330 1.2378 0.244
H -0.166351 2.809219 -0.497918 0.3216 2.5842 -1.1639 0.411
H -0.284259 -2.839815 -0.244015 0.7207 0.3583 1.6794 0.204
H -0.958319 -2.516518 1.462622 1.0129 0.4817 -1.4498 0.238
H 0.779657 -2.481615 1.350103 0.4374 -0.3838 -0.8481 0.325

***

[7]
15
Properties=species:S:1:pos:R:3:forces:R:3:mulliken_charge:R:1 method="wB97M-V/def2-TZVPD" energy_ha=-801.30731 de_lowest_kcal_mol=160.4 homo_ev=-9.24 total_charge=0
C -1.401672 0.058982 -2.240302 1.2262 1.7067 1.1744 -1.061
C -0.623152 -1.045012 -1.393382 -0.6656 3.4729 1.7309 -0.264
C 0.069734 -0.494988 -0.326817 -0.2705 -2.1937 -2.0502 0.378
C 0.038275 0.942788 0.015225 1.0652 3.7619 -1.5544 0.325
H -0.909289 1.231800 -2.121398 -1.7931 -4.0334 0.1265 0.274
H -2.495040 0.114138 -2.081070 0.5846 -0.4562 -0.3652 0.293
H -1.086353 -0.034959 -3.237109 -0.3486 -0.8719 -1.7583 0.370
H -0.731932 -2.155280 -1.478635 0.3123 1.2635 -0.2941 0.356
H -0.616352 2.352144 1.570657 4.0876 -2.7313 -1.3324 0.354
H -1.786510 0.293078 1.927346 4.9504 0.8328 1.3810 0.243
H -0.258706 0.590789 3.418140 -0.8949 -0.2473 -5.1429 0.269
N 0.225177 1.340743 1.437581 -4.9715 4.4195 -1.8009 -0.145
N -0.428522 0.440243 2.200662 -4.0223 -3.2475 4.9661 -0.631
O -0.056072 1.839240 -0.883893 1.0130 -2.0481 4.4905 -0.565
Cl 1.250416 -1.549597 0.428069 -0.2728 0.3723 0.4290 -0.197

***

[8]
15
Properties=species:S:1:pos:R:3:forces:R:3:mulliken_charge:R:1 method="wB97M-V/def2-TZVPD" energy_ha=-801.36689 de_lowest_kcal_mol=40.3 s_squared=2.008 multiplicity=3 homo_ev="-6.21 / -9.98" total_charge=0
C -2.242851 0.831797 0.488497 -0.4074 1.7029 0.3184 0.270
C -0.433670 -1.031226 0.566973 -2.4969 0.1392 0.3120 0.436
C 1.842192 -1.204507 -0.146349 1.4416 -1.5367 2.1554 -1.095
C 0.722156 0.745601 -0.761477 -1.4993 0.8955 1.0955 -0.959
N -2.175721 1.806038 1.212590 2.7223 -2.5413 -1.0394 -0.425
N 0.610626 -0.450507 0.078624 3.0914 -1.3363 -1.0086 0.040
O -0.835120 -2.039506 1.093102 1.3817 0.1519 -0.2871 -0.497
Cl -3.505797 0.113696 -0.419295 -0.4581 -0.3544 -0.2743 -0.136
H 2.120689 -1.374142 -1.156287 -0.4956 -0.0836 -1.3409 0.394
H 2.667412 -0.579658 0.215843 0.0190 -0.3420 0.3715 0.380
H 1.871663 -2.229916 0.336635 -0.2906 1.4238 -0.1722 0.300
H 1.500252 0.590515 -1.482316 0.5238 -0.0053 -0.0898 0.406
H -0.191055 0.734036 -1.336439 -0.3977 0.9733 -0.1296 0.400
H 0.921008 1.686155 -0.155523 -0.4977 -1.1407 -0.8460 0.221
H -2.871784 2.401619 1.465429 -2.6367 2.0535 0.9349 0.265

***

[9]
14
Properties=species:S:1:pos:R:3:forces:R:3:mulliken_charge:R:1 method="wB97M-V/def2-TZVPD" energy_ha=-746.36875 de_lowest_kcal_mol=88.7 homo_ev="-13.28 / -12.68" total_charge=+1
C -3.174371 0.817572 0.733903 1.9309 1.7771 2.9847 0.557
C 0.066976 0.949511 -0.784596 0.7181 0.2757 -1.2805 -0.582
C -0.613436 -0.260243 -1.447034 1.5191 -1.6656 0.7413 -0.590
C -0.778089 0.002684 -0.060782 -2.1480 1.7583 1.6139 0.028
N -0.224694 -0.794846 0.999280 1.9409 -0.3698 2.0494 -0.303
O -3.418501 1.487151 1.683339 0.7587 -1.6509 -2.1205 -0.303
Cl -3.986601 0.229627 -0.523427 -1.3767 -0.7014 -1.6037 0.016
H 1.185322 0.829134 -0.816702 -1.1872 0.5418 0.4920 0.260
H -0.371930 1.938059 -1.052005 0.6766 -0.8764 0.3235 0.244
H -1.409024 -0.196312 -2.091809 -1.7801 0.5021 -1.4758 0.220
H -0.062568 -1.196926 -1.578177 0.3915 0.4623 -0.5611 0.280
H 0.835740 -0.939882 0.912120 -1.3325 0.4753 0.0476 0.380
H -0.568663 -1.774312 1.087200 -0.3766 0.9267 0.0735 0.364
H -0.373312 -0.220713 1.896755 0.2654 -1.4553 -1.2844 0.430

***

Repeat the eighth record exactly.
15
Properties=species:S:1:pos:R:3:forces:R:3:mulliken_charge:R:1 method="wB97M-V/def2-TZVPD" energy_ha=-801.36689 de_lowest_kcal_mol=40.3 s_squared=2.008 multiplicity=3 homo_ev="-6.21 / -9.98" total_charge=0
C -2.242851 0.831797 0.488497 -0.4074 1.7029 0.3184 0.270
C -0.433670 -1.031226 0.566973 -2.4969 0.1392 0.3120 0.436
C 1.842192 -1.204507 -0.146349 1.4416 -1.5367 2.1554 -1.095
C 0.722156 0.745601 -0.761477 -1.4993 0.8955 1.0955 -0.959
N -2.175721 1.806038 1.212590 2.7223 -2.5413 -1.0394 -0.425
N 0.610626 -0.450507 0.078624 3.0914 -1.3363 -1.0086 0.040
O -0.835120 -2.039506 1.093102 1.3817 0.1519 -0.2871 -0.497
Cl -3.505797 0.113696 -0.419295 -0.4581 -0.3544 -0.2743 -0.136
H 2.120689 -1.374142 -1.156287 -0.4956 -0.0836 -1.3409 0.394
H 2.667412 -0.579658 0.215843 0.0190 -0.3420 0.3715 0.380
H 1.871663 -2.229916 0.336635 -0.2906 1.4238 -0.1722 0.300
H 1.500252 0.590515 -1.482316 0.5238 -0.0053 -0.0898 0.406
H -0.191055 0.734036 -1.336439 -0.3977 0.9733 -0.1296 0.400
H 0.921008 1.686155 -0.155523 -0.4977 -1.1407 -0.8460 0.221
H -2.871784 2.401619 1.465429 -2.6367 2.0535 0.9349 0.265

***

What did the sixth record say?
14
Properties=species:S:1:pos:R:3:forces:R:3:mulliken_charge:R:1 method="wB97M-V/def2-TZVPD" energy_ha=-726.08658 de_lowest_kcal_mol=159.4 homo_ev=-8.28 total_charge=0
C 0.802296 0.974533 -0.338630 -3.0215 0.8734 -2.8289 0.161
C 0.073587 0.757841 -1.774313 2.0218 2.2270 0.3937 -0.205
C -0.351165 2.009848 0.105568 -0.4183 -4.2743 -0.1559 -1.049
C -0.094584 -2.266141 0.730540 -1.5388 -1.2377 0.9456 -0.614
N 0.965893 -0.264496 0.233125 -2.3592 -3.5366 1.6114 -0.373
N -0.175474 -0.882093 0.393538 2.6079 2.8895 0.6486 -0.141
Cl -0.840856 -0.568722 -1.934330 -0.5738 -0.8158 -0.7825 0.033
H 1.671747 1.608018 -0.429573 0.5378 -0.5182 -0.1664 0.388
H -0.069029 2.104241 1.130971 -0.8006 0.5190 0.8788 0.378
H -1.353143 1.555701 -0.187686 1.0522 0.8330 1.2378 0.244
H -0.166351 2.809219 -0.497918 0.3216 2.5842 -1.1639 0.411
H -0.284259 -2.839815 -0.244015 0.7207 0.3583 1.6794 0.204
H -0.958319 -2.516518 1.462622 1.0129 0.4817 -1.4498 0.238
H 0.779657 -2.481615 1.350103 0.4374 -0.3838 -0.8481 0.325